{"formula": "C98H68F16O16S2", "method": "wB97M-V/def2-TZVPD", "mol_weight_g_mol": 1869.71, "homo_lumo_gap_ev": 7.4398, "total_energy_ha": -7373.1461, "homo_energy_ev": -8.7, "elements": ["C", "C", "C", "F", "F", "F", "F", "O", "C", "C", "F", "F", "F", "F", "H", "H", "H", "H", "C", "C", "C", "F", "F", "F", "F", "O", "C", "C", "F", "F", "F", "F", "H", "H", "H", "H", "C", "S", "O", "C", "H", "H", "H", "H", "H", "H", "C", "S", "O", "C", "H", "H", "H", "H", "H", "H", "C", "C", "C", "C", "C", "C", "C", "O", "C", "C", "C", "C", "C", "C", "C", "O", "H", "H", "H", "H", "H", "H", "H", "H", "C", "C", "C", "C", "C", "C", "C", "O", "C", "C", "C", "C", "C", "C", "C", "O", "H", "H", "H", "H", "H", "H", "H", "H", "C", "C", "C", "C", "C", "C", "C", "O", "C", "C", "C", "C", "C", "C", "C", "O", "H", "H", "H", "H", "H", "H", "H", "H", "C", "C", "C", "C", "C", "C", "C", "O", "C", "C", "C", "C", "C", "C", "C", "O", "H", "H", "H", "H", "H", "H", "H", "H", "C", "C", "C", "C", "C", "C", "C", "O", "C", "C", "C", "C", "C", "C", "C", "O", "H", "H", "H", "H", "H", "H", "H", "H", "C", "C", "C", "C", "C", "C", "C", "O", "C", "C", "C", "C", "C", "C", "C", "O", "H", "H", "H", "H", "H", "H", "H", "H"], "xyz": [[4.74, -8.30, -1.58], [4.57, -9.86, -1.49], [5.80, -10.70, -1.23], [6.28, -10.41, -0.03], [5.51, -12.03, -1.23], [3.69, -9.99, -0.41], [4.01, -10.29, -2.64], [5.75, -8.09, -2.45], [5.94, -6.80, -2.95], [6.84, -6.91, -4.16], [6.65, -7.88, -5.07], [6.88, -5.82, -4.89], [4.78, -6.14, -3.14], [6.56, -6.13, -2.06], [5.09, -7.89, -0.64], [3.77, -7.83, -1.75], [6.63, -10.50, -1.91], [7.84, -7.11, -3.78], [-1.32, -0.52, 4.79], [-1.67, -0.14, 6.17], [-2.25, 1.34, 6.11], [-1.40, 2.35, 6.24], [-2.99, 1.61, 5.06], [-2.56, -0.94, 6.78], [-0.57, -0.20, 6.88], [-1.19, -1.93, 4.79], [-0.50, -2.52, 3.61], [-0.39, -4.03, 3.66], [-1.49, -4.78, 3.58], [0.47, -4.60, 2.72], [-1.18, -2.05, 2.52], [0.69, -1.95, 3.54], [-0.37, -0.19, 4.37], [-2.12, -0.42, 4.06], [-2.94, 1.42, 6.95], [-0.02, -4.23, 4.66], [-6.74, 4.57, -6.56], [-5.81, 5.84, -5.60], [-6.87, 6.38, -4.68], [-4.78, 4.72, -4.51], [-6.10, 4.00, -7.22], [-7.58, 4.92, -7.17], [-7.26, 3.86, -5.91], [-4.25, 3.98, -5.11], [-5.40, 4.07, -3.89], [-3.96, 5.24, -4.02], [-6.53, 7.03, 1.18], [-5.83, 8.70, 0.84], [-5.69, 9.28, 2.22], [-4.14, 8.32, 0.29], [-6.01, 6.47, 1.95], [-6.77, 6.34, 0.37], [-7.53, 7.07, 1.60], [-4.16, 7.39, -0.28], [-3.42, 8.33, 1.11], [-3.84, 9.15, -0.36], [6.02, 1.81, -3.80], [6.31, 0.62, -4.53], [5.88, 0.44, -5.82], [4.99, 1.34, -6.42], [4.68, 2.52, -5.74], [5.06, 2.65, -4.40], [3.74, 3.58, -6.36], [3.33, 4.55, -5.74], [3.62, 3.58, -7.88], [3.21, 4.68, -8.68], [3.11, 4.53, -10.03], [3.58, 3.40, -10.73], [3.96, 2.30, -9.99], [4.01, 2.36, -8.61], [4.64, 1.14, -7.86], [4.89, 0.06, -8.38], [6.34, 1.93, -2.78], [6.98, -0.11, -4.09], [6.09, -0.44, -6.39], [4.86, 3.56, -3.85], [2.97, 5.60, -8.17], [2.75, 5.40, -10.58], [3.47, 3.43, -11.80], [4.36, 1.43, -10.50], [3.12, -3.19, 13.22], [2.80, -4.35, 12.52], [3.09, -4.43, 11.18], [3.59, -3.26, 10.46], [3.83, -2.13, 11.19], [3.55, -2.08, 12.54], [4.20, -0.90, 10.51], [4.48, 0.14, 11.12], [4.39, -0.95, 9.02], [4.86, 0.21, 8.35], [5.08, 0.20, 6.99], [4.73, -0.94, 6.21], [4.43, -2.15, 6.84], [4.24, -2.11, 8.24], [3.87, -3.34, 8.97], [3.81, -4.42, 8.34], [2.79, -3.15, 14.25], [2.42, -5.24, 13.00], [3.07, -5.40, 10.71], [3.79, -1.12, 12.99], [4.94, 1.08, 8.99], [5.45, 1.10, 6.53], [4.95, -0.95, 5.15], [4.19, -3.01, 6.22], [1.83, 3.58, 2.44], [0.49, 3.99, 2.25], [-0.31, 3.31, 1.29], [0.11, 2.23, 0.61], [1.46, 1.78, 0.80], [2.28, 2.46, 1.71], [1.97, 0.67, 0.00], [3.13, 0.32, 0.14], [1.22, 0.21, -1.21], [1.79, -0.74, -2.05], [1.01, -1.27, -3.08], [-0.32, -0.88, -3.33], [-0.89, -0.04, -2.44], [-0.12, 0.60, -1.44], [-0.73, 1.64, -0.49], [-1.89, 2.06, -0.69], [2.47, 4.05, 3.17], [0.01, 4.80, 2.77], [-1.28, 3.73, 1.07], [3.31, 2.14, 1.77], [2.84, -0.98, -1.96], [1.51, -1.90, -3.80], [-0.90, -1.24, -4.16], [-1.96, 0.09, -2.50], [-6.14, -9.04, -8.82], [-5.10, -8.13, -8.92], [-4.67, -7.44, -7.82], [-5.30, -7.58, -6.56], [-6.45, -8.45, -6.49], [-6.81, -9.23, -7.62], [-7.17, -8.52, -5.26], [-8.14, -9.27, -5.12], [-6.64, -7.76, -4.08], [-7.34, -7.91, -2.89], [-7.02, -7.13, -1.77], [-5.81, -6.53, -1.73], [-5.05, -6.38, -2.85], [-5.47, -6.97, -4.05], [-4.73, -6.83, -5.39], [-3.69, -6.12, -5.49], [-6.48, -9.62, -9.67], [-4.40, -8.10, -9.74], [-3.77, -6.84, -7.87], [-7.61, -9.95, -7.58], [-8.29, -8.41, -2.86], [-7.66, -7.15, -0.90], [-5.66, -6.12, -0.75], [-4.17, -5.76, -2.81], [-0.60, -1.40, -9.11], [-1.42, -2.34, -9.69], [-2.66, -1.94, -10.25], [-3.00, -0.54, -10.22], [-2.17, 0.38, -9.57], [-0.94, -0.07, -8.97], [-2.43, 1.84, -9.63], [-1.74, 2.62, -8.99], [-3.63, 2.28, -10.48], [-3.84, 3.67, -10.64], [-5.00, 4.20, -11.16], [-5.94, 3.26, -11.59], [-5.77, 1.88, -11.48], [-4.63, 1.36, -10.94], [-4.37, -0.11, -10.83], [-5.28, -0.89, -11.19], [0.22, -1.88, -8.58], [-1.11, -3.37, -9.67], [-3.29, -2.72, -10.67], [-0.22, 0.58, -8.48], [-2.99, 4.25, -10.33], [-5.08, 5.24, -11.43], [-6.86, 3.53, -12.10], [-6.51, 1.17, -11.82], [2.23, 5.37, 10.32], [3.40, 6.15, 10.53], [3.44, 7.13, 11.53], [2.45, 7.20, 12.45], [1.23, 6.44, 12.30], [1.19, 5.52, 11.21], [0.02, 6.65, 13.18], [-1.03, 6.02, 12.92], [0.34, 7.39, 14.43], [-0.61, 7.21, 15.51], [-0.30, 7.89, 16.68], [0.82, 8.71, 16.82], [1.77, 8.75, 15.86], [1.52, 8.11, 14.63], [2.52, 8.23, 13.55], [3.47, 9.00, 13.58], [2.16, 4.70, 9.47], [4.22, 6.06, 9.83], [4.30, 7.79, 11.58], [0.28, 4.93, 11.16], [-1.53, 6.65, 15.39], [-0.98, 7.95, 17.51], [0.96, 9.28, 17.72], [2.59, 9.39, 16.12]], "lowdin_charge": [-0.100, -0.394, -0.330, 0.114, 0.100, 0.081, 0.141, 0.026, -0.586, -0.322, 0.105, 0.131, 0.167, 0.223, 0.147, 0.151, 0.171, 0.173, -0.086, -0.488, -0.349, 0.108, 0.122, 0.150, 0.159, -0.015, -0.438, -0.269, 0.120, 0.070, 0.122, 0.155, 0.154, 0.147, 0.164, 0.172, -0.272, 0.830, -0.588, -0.247, 0.039, 0.050, 0.052, 0.038, 0.054, 0.044, -0.273, 0.832, -0.578, -0.258, 0.052, 0.046, 0.043, 0.044, 0.055, 0.038, -0.025, -0.060, -0.022, -0.100, -0.077, -0.015, -0.247, 0.095, -0.037, -0.021, -0.072, -0.045, -0.043, -0.048, -0.252, 0.087, 0.103, 0.102, 0.118, 0.113, 0.117, 0.104, 0.106, 0.118, -0.055, -0.065, 0.018, -0.044, -0.135, -0.004, -0.259, 0.088, -0.061, -0.009, -0.051, -0.046, 0.008, -0.095, -0.241, 0.070, 0.109, 0.108, 0.112, 0.123, 0.113, 0.101, 0.100, 0.117, -0.039, -0.030, -0.023, -0.094, -0.079, 0.001, -0.286, 0.094, -0.085, -0.004, -0.045, -0.061, -0.025, -0.050, -0.225, 0.067, 0.101, 0.103, 0.118, 0.114, 0.118, 0.101, 0.111, 0.119, -0.057, -0.073, -0.010, -0.047, -0.084, 0.016, -0.290, 0.091, -0.077, 0.005, -0.067, -0.095, -0.005, -0.060, -0.220, 0.057, 0.107, 0.109, 0.114, 0.119, 0.118, 0.112, 0.114, 0.121, -0.083, -0.063, 0.020, -0.053, -0.087, 0.016, -0.279, 0.093, -0.045, -0.018, -0.051, -0.052, -0.020, -0.105, -0.223, 0.071, 0.106, 0.104, 0.110, 0.116, 0.112, 0.108, 0.103, 0.121, -0.056, -0.039, -0.022, -0.093, -0.047, -0.008, -0.252, 0.074, -0.069, 0.028, -0.063, -0.079, -0.012, -0.081, -0.271, 0.102, 0.102, 0.100, 0.121, 0.111, 0.117, 0.103, 0.111, 0.125]}